[1]
{"formula": "C35H39BrF6N2O2SbSe2SiSn", "method": "the ωB97M-V functional and the def2-TZVPD basis", "symbols": ["Sn", "C", "Se", "C", "C", "Se", "C", "H", "H", "H", "H", "H", "H", "H", "H", "H", "H", "C", "C", "C", "C", "C", "C", "N", "N", "Si", "C", "C", "C", "H", "H", "H", "H", "H", "H", "H", "H", "H", "H", "H", "H", "H", "H", "H", "F", "Sb", "F", "F", "F", "F", "F", "Br", "C", "C", "C", "C", "C", "C", "C", "O", "O", "H", "H", "H", "H", "C", "C", "C", "C", "C", "C", "C", "C", "C", "C", "C", "C", "C", "C", "C", "H", "H", "H", "H", "H", "H", "H", "H", "H", "H"], "positions_angstrom": [[-1.11287, -0.60013, -1.07060], [3.99432, -3.10574, -4.44989], [2.83978, -1.85506, -3.49498], [1.80819, -3.22466, -2.56240], [2.61143, -3.90678, -1.47249], [1.57069, -5.20180, -0.44244], [0.45877, -3.93328, 0.52029], [3.39603, -3.82682, -5.00725], [4.66508, -3.62983, -3.77152], [4.59081, -2.52555, -5.15238], [1.46164, -3.93997, -3.30776], [0.93490, -2.71568, -2.15562], [3.02740, -3.16914, -0.78614], [3.44194, -4.47740, -1.88841], [1.08291, -3.27970, 1.12655], [-0.21279, -4.50755, 1.15400], [-0.15160, -3.36318, -0.17511], [-0.77870, -0.77067, -5.22601], [-1.66188, 0.30097, -4.65746], [-2.40944, 1.15546, -5.45615], [-3.21716, 2.09576, -4.81784], [-3.28087, 2.16114, -3.44596], [-2.50130, 1.25475, -2.68512], [-1.70887, 0.37285, -3.33307], [-2.43548, 1.15136, -1.33785], [-3.58138, 1.89428, -0.26810], [-5.35148, 1.50799, -0.78608], [-3.39318, 1.23351, 1.46784], [-3.34288, 3.76872, -0.20302], [-0.47249, -0.53586, -6.24632], [-1.31527, -1.72281, -5.23384], [0.10751, -0.89035, -4.60360], [-2.35340, 1.09495, -6.53506], [-3.80660, 2.78878, -5.40930], [-3.90327, 2.89833, -2.95917], [-5.52586, 0.43513, -0.66759], [-5.57380, 1.76632, -1.82298], [-6.05525, 2.04710, -0.14239], [-3.50954, 0.14558, 1.48210], [-4.17582, 1.66633, 2.09969], [-2.42096, 1.47322, 1.90046], [-3.71476, 4.27886, -1.09508], [-2.27965, 4.00168, -0.10194], [-3.86747, 4.18414, 0.66377], [-3.16854, -3.38164, -2.23890], [-4.37930, -3.64675, -0.81335], [-4.27349, -1.81463, -0.32630], [-2.94718, -4.03142, 0.36859], [-5.61855, -3.93298, 0.59554], [-4.50844, -5.48569, -1.26370], [-5.82087, -3.24826, -1.98036], [6.72886, 2.19153, -0.47751], [5.19117, 1.07789, -0.26224], [5.27021, -0.01034, 0.58819], [4.13968, -0.80052, 0.75355], [2.96964, -0.50523, 0.07130], [2.90610, 0.60454, -0.76099], [4.02607, 1.40826, -0.92753], [1.60807, 0.98976, -1.44753], [1.34803, 2.17660, -1.58138], [0.89767, -0.01860, -1.82966], [6.18866, -0.22885, 1.11565], [4.17631, -1.64993, 1.42538], [2.08313, -1.11510, 0.19814], [3.95888, 2.28848, -1.55298], [-0.24517, 0.34470, 0.83048], [0.15470, 0.71319, 1.93456], [0.66939, 1.14288, 3.15561], [1.97662, 1.80349, 3.15868], [2.40037, 2.51786, 2.02657], [3.65120, 3.10813, 1.98776], [4.52316, 2.99318, 3.06444], [4.12574, 2.27595, 4.18476], [2.86981, 1.69076, 4.23482], [-0.10403, 0.90218, 4.37061], [-1.08482, -0.10458, 4.39021], [-1.85461, -0.32994, 5.51680], [-1.68014, 0.44433, 6.65866], [-0.72923, 1.45675, 6.65159], [0.04702, 1.68570, 5.52725], [1.73410, 2.59608, 1.17467], [3.95346, 3.65202, 1.10076], [5.50745, 3.44431, 3.02141], [4.80395, 2.15689, 5.02223], [2.58704, 1.10676, 5.10089], [-1.23341, -0.69936, 3.49769], [-2.60153, -1.11440, 5.49965], [-2.28734, 0.26837, 7.53844], [-0.59865, 2.08421, 7.52599], [0.76145, 2.49822, 5.52780]], "gap_ha": [0.21451, 0.22930], "de_lowest_ev": 0.663, "fmax_ev_per_a": 0.3, "total_charge": -2, "spin_multiplicity": 2, "s2": 0.78}


[2]
{"formula": "C4H5MnO", "method": "the ωB97M-V functional and the def2-TZVPD basis", "symbols": ["H", "C", "C", "C", "C", "O", "Mn", "H", "H", "H", "H"], "positions_angstrom": [[-1.22936, 1.33792, 0.10213], [1.02651, -0.60369, 1.59945], [-0.01513, -0.38870, 0.79480], [-0.19655, 0.87359, 0.00968], [-0.27454, 0.70083, -1.45385], [-0.78939, -0.17086, -2.10622], [-1.20120, -0.86531, -3.75544], [1.81207, 0.14314, 1.73420], [-0.79607, -1.14553, 0.68576], [1.11108, -1.53204, 2.16654], [0.55258, 1.65066, 0.22295]], "gap_ha": [0.17332, 0.17038], "fmax_ev_per_a": 2.7, "total_charge": 2, "spin_multiplicity": 7, "s2": 12.01}


[3]
{"formula": "C19H23ClN6", "method": "the ωB97M-V functional and the def2-TZVPD basis", "symbols": ["C", "C", "C", "C", "N", "N", "N", "N", "C", "C", "N", "C", "C", "C", "C", "C", "N", "C", "C", "C", "C", "C", "C", "C", "C", "Cl", "H", "H", "H", "H", "H", "H", "H", "H", "H", "H", "H", "H", "H", "H", "H", "H", "H", "H", "H", "H", "H", "H", "H"], "positions_angstrom": [[-2.91696, -3.50921, -0.11748], [-1.98552, -2.53921, -0.84646], [-0.73206, -3.28446, -1.31234], [-2.73287, -1.90545, -2.02262], [-1.60993, -1.50085, 0.10440], [-2.19390, -1.43890, 1.30632], [-1.69154, -0.47010, 1.94033], [-0.77073, 0.14530, 1.21446], [-0.71074, -0.48017, 0.05936], [0.21834, -0.12643, -1.06279], [0.73098, 1.22332, -1.06994], [-0.23269, 2.23826, -1.46828], [-1.50378, 2.25496, -0.65991], [-1.57941, 2.84562, 0.59683], [-2.74149, 2.70974, 1.33549], [-3.78674, 1.97548, 0.79570], [-3.74215, 1.43433, -0.40990], [-2.63415, 1.58432, -1.11332], [1.57861, 1.53959, 0.07572], [2.89635, 0.82353, -0.08408], [3.80624, 1.29059, -1.02703], [5.02039, 0.66405, -1.23389], [5.35079, -0.45746, -0.49138], [4.46089, -0.94792, 0.44560], [3.24269, -0.31297, 0.64064], [2.15537, -0.98318, 1.81718], [-2.41711, -3.94227, 0.74473], [-3.21319, -4.30747, -0.79262], [-3.80456, -2.99003, 0.23172], [-1.02673, -4.15732, -1.88889], [-0.09946, -2.66166, -1.93845], [-0.15158, -3.61947, -0.45501], [-2.07283, -1.29561, -2.63463], [-3.54580, -1.28216, -1.65608], [-3.14863, -2.68808, -2.65151], [-0.28537, -0.29277, -2.01894], [1.08313, -0.80002, -1.01027], [0.26712, 3.20769, -1.40836], [-0.47952, 2.04700, -2.52025], [-0.73445, 3.38790, 0.99525], [-2.82772, 3.14371, 2.31876], [-4.70202, 1.80926, 1.34752], [-2.64773, 1.13680, -2.10101], [1.76779, 2.61505, 0.06009], [1.09982, 1.27890, 1.02600], [3.54226, 2.16279, -1.60591], [5.70928, 1.04981, -1.97003], [6.29820, -0.95256, -0.64078], [4.70132, -1.82346, 1.02807]], "gap_ha": 0.34273, "fmax_ev_per_a": 1.4}


[4]
{"formula": "C11H21B2F6N2O6PS", "method": "the ωB97M-V functional and the def2-TZVPD basis", "symbols": ["C", "C", "C", "O", "C", "N", "N", "C", "O", "C", "C", "C", "S", "C", "B", "C", "O", "C", "O", "B", "O", "O", "H", "H", "H", "H", "H", "H", "H", "H", "H", "H", "H", "H", "H", "H", "H", "H", "H", "H", "H", "H", "H", "F", "P", "F", "F", "F", "F", "F"], "positions_angstrom": [[3.73539, -0.33370, 2.33274], [2.62220, 0.65769, 2.78479], [2.14580, 1.60584, 1.63464], [0.75475, 1.26826, 1.41709], [-0.03584, 2.30918, 0.94048], [-0.89376, 1.68566, -0.11609], [-2.16346, 1.56502, 0.23402], [-2.83889, 0.95767, -0.71127], [-4.15040, 0.75653, -0.43703], [-4.33980, 0.14091, 0.85816], [-3.58505, -1.21000, 1.05258], [-2.37727, 0.44729, -1.96770], [-3.52150, -0.39394, -3.06534], [-1.01448, 0.64627, -2.28172], [-0.42537, 0.08777, -3.66565], [0.39178, -1.27299, -3.62938], [-0.58562, 0.76956, -4.86743], [-0.31914, 1.31646, -1.23469], [1.01400, 1.56834, -1.38364], [1.26674, 2.75768, -2.11542], [2.36101, 3.55716, -1.82053], [0.47079, 3.13578, -3.19221], [4.35719, 0.04951, 1.50709], [4.33274, -0.56112, 3.23554], [3.21218, -1.29562, 2.07333], [2.89335, 1.26301, 3.66664], [1.75128, 0.04038, 3.07644], [2.32346, 2.67292, 1.86141], [2.70556, 1.28891, 0.72996], [-0.66280, 2.65911, 1.78266], [0.52100, 3.18945, 0.57283], [-4.09828, 0.82265, 1.69462], [-5.41948, -0.06796, 0.95171], [-3.03648, -1.55124, 0.15573], [-4.29696, -2.02422, 1.28559], [-2.91210, -1.15606, 1.92758], [-3.18777, -1.69939, -2.85536], [-0.16520, -2.08791, -3.12978], [0.65911, -1.54639, -4.66689], [1.34389, -1.09714, -3.08089], [0.31112, 1.04336, -5.12590], [2.26873, 3.89046, -0.91371], [-0.04539, 3.91413, -2.93101], [-0.20103, -3.55289, 2.08755], [1.23332, -4.25304, 2.48883], [0.59105, -4.50167, 3.97377], [1.66406, -2.78225, 3.03461], [2.63700, -3.95771, 1.68846], [0.76496, -5.08168, 1.15584], [1.94356, -5.64004, 2.98695]], "gap_ha": 0.25073, "fmax_ev_per_a": 2.7}


| no. | molecular weight (g mol⁻¹) |
| --- | --- |
| 1 | 1140.078 |
| 2 | 124.021 |
| 3 | 370.888 |
| 4 | 475.950 |